A structure of composition C29H27EuFINO3 in a non-equilibrium geometry. Source: the OMol25 dataset; level of theory: ωB97M-V/def2-TZVPD.

Computed properties:
E_tot (hartree): -2509.5416
Net charge: -2
2S+1: 8
Orbital gap (alpha / beta) (eV): 3.2 / 6.2

```
63
C29H27EuFINO3 (ωB97M-V/def2-TZVPD)
Eu 0.153 0.006 0.221
C 4.585 5.646 1.014
C 5.378 4.538 0.328
C 6.620 4.221 1.147
C 7.413 3.091 0.513
C 6.528 1.882 0.374
C 7.081 0.587 0.449
C 6.241 -0.496 0.316
F 6.784 -1.744 0.400
C 4.890 -0.374 0.102
C 4.316 0.916 0.020
C 2.933 1.055 -0.271
O 2.189 -0.016 -0.444
C 2.441 2.394 -0.467
C 3.269 3.449 -0.280
N 4.576 3.328 0.154
C 5.165 2.049 0.190
C 1.050 2.747 -0.998
O 0.946 3.755 -1.687
O 0.080 1.961 -0.674
H 5.266 6.455 1.287
H 4.117 5.261 1.922
H 3.808 6.067 0.379
H 5.698 4.898 -0.663
H 6.303 3.918 2.151
H 7.222 5.128 1.240
H 8.287 2.846 1.121
H 7.782 3.411 -0.469
H 8.143 0.445 0.605
H 4.255 -1.241 -0.010
H 2.903 4.439 -0.494
I -3.006 -0.086 -0.655
C -2.854 -2.451 -0.477
C -4.012 -3.149 -0.312
C -3.985 -4.551 -0.134
C -2.787 -5.207 -0.145
C -1.572 -4.496 -0.335
C -0.340 -5.187 -0.374
C 0.811 -4.494 -0.584
C 0.794 -3.081 -0.710
C -0.355 -2.305 -0.644
C -1.580 -3.070 -0.488
H -4.966 -2.618 -0.320
H -4.915 -5.102 -0.002
H -2.742 -6.284 -0.007
H -0.332 -6.267 -0.242
H 1.758 -5.024 -0.640
H 1.755 -2.594 -0.875
C -1.073 -2.179 3.138
C 0.188 -1.372 3.484
C 0.205 -1.142 5.003
C 1.419 -2.223 3.119
C 0.217 -0.064 2.699
H -1.089 -3.135 3.677
H -1.120 -2.395 2.069
H -1.970 -1.615 3.406
H 0.180 -2.093 5.550
H -0.664 -0.549 5.305
H 1.108 -0.600 5.299
H 1.343 -3.221 3.567
H 2.335 -1.746 3.479
H 1.504 -2.345 2.037
H 0.582 0.722 3.378
```


A structure of composition C11H26CoN4O6S in a non-equilibrium geometry. Source: the OMol25 dataset; level of theory: ωB97M-V/def2-TZVPD.

Computed properties:
E_tot (hartree): -2885.7537
Net charge: 0
Energy relative to the best compared isomer or geometry (same formula, charge and spin) (eV): 0.090
2S+1: 4
Orbital gap (alpha / beta) (eV): 6.6 / 5.8

```
49
C11H26CoN4O6S (ωB97M-V/def2-TZVPD)
O -3.010 1.859 1.676
H -3.812 2.361 1.888
Co -0.666 0.092 -0.041
N -0.723 -0.717 1.607
N 0.518 1.333 1.152
N -0.769 -1.286 -1.199
N 0.230 0.820 -1.619
O -1.173 -1.929 1.630
O -1.308 -2.430 -0.795
O 1.090 1.838 -1.635
O 1.585 1.996 0.807
C 0.351 1.120 2.475
C -0.471 0.000 2.741
C -0.568 -1.112 -2.520
C 0.180 0.064 -2.754
C -1.125 -0.352 4.041
H -2.170 0.009 4.093
H -0.614 0.142 4.878
H -1.150 -1.424 4.288
C 1.073 1.966 3.435
H 0.900 3.003 3.148
H 2.142 1.766 3.349
H 0.767 1.812 4.468
C -1.199 -2.002 -3.533
C 0.858 0.386 -4.025
H -2.220 -2.367 -3.301
H -0.605 -2.899 -3.783
H -1.287 -1.425 -4.467
H 1.634 1.100 -3.770
H 0.204 0.859 -4.762
H 1.324 -0.484 -4.504
H -1.194 -2.376 0.273
H 1.314 2.000 -0.552
C -1.824 2.999 -0.153
H -2.039 3.021 0.885
H -2.566 2.707 -0.868
H -0.926 3.398 -0.634
O -2.309 0.559 -0.251
H -3.112 1.450 0.815
H -2.638 -0.309 -0.552
C 2.124 -3.081 0.053
S 2.213 -1.395 0.671
C 3.470 -0.795 -0.470
H 1.080 -3.411 0.006
H 2.664 -3.709 0.772
H 2.586 -3.155 -0.938
H 4.362 -1.418 -0.333
H 3.116 -0.828 -1.504
H 3.694 0.241 -0.189
```


A cluster of 11 separate species, C51H53F4N5O2 in total in a non-equilibrium geometry. Source: the OMol25 dataset; level of theory: ωB97M-V/def2-TZVPD.

Computed properties:
E_tot (hartree): -2798.6903
Net charge: 0
Energy relative to the best compared isomer or geometry (same formula, charge and spin) (eV): 2.561
2S+1: 1
Orbital gap (eV): 9.1

```
115
C51H53F4N5O2 (ωB97M-V/def2-TZVPD)
F -0.281 -6.088 -3.063
C -0.986 -5.675 -4.132
C -0.844 -6.310 -5.339
C -1.663 -6.007 -6.459
C -2.683 -5.064 -6.300
C -2.927 -4.509 -5.034
C -2.052 -4.789 -3.942
H -0.057 -7.031 -5.506
H -1.539 -6.644 -7.323
H -3.357 -4.849 -7.115
H -3.762 -3.853 -4.839
H -2.293 -4.404 -2.963
F 0.247 3.131 7.029
C 0.840 4.207 6.682
C 1.048 4.482 5.280
C 1.722 5.693 4.926
C 2.193 6.539 5.888
C 2.050 6.224 7.239
C 1.307 5.142 7.663
H 0.730 3.729 4.575
H 1.855 5.888 3.872
H 2.685 7.456 5.597
H 2.521 6.834 7.996
H 1.093 5.068 8.719
F -2.749 -6.442 5.751
C -2.358 -6.915 4.574
C -1.855 -6.052 3.639
C -1.200 -6.572 2.464
C -1.247 -7.941 2.313
C -1.907 -8.803 3.174
C -2.352 -8.277 4.319
H -1.844 -5.001 3.891
H -0.782 -5.885 1.743
H -0.785 -8.431 1.469
H -1.900 -9.880 3.098
H -2.679 -8.997 5.055
F 3.504 4.101 -0.624
C 4.416 5.125 -0.729
C 4.436 5.881 -1.884
C 5.474 6.853 -2.010
C 6.397 7.052 -0.979
C 6.263 6.339 0.193
C 5.333 5.330 0.247
H 3.735 5.787 -2.700
H 5.645 7.429 -2.907
H 7.223 7.733 -1.120
H 7.065 6.517 0.894
H 5.145 4.616 1.035
C 7.222 -2.084 0.318
C 6.355 -1.141 -0.231
C 4.975 -1.349 -0.111
N 4.356 -2.344 0.625
C 5.209 -3.216 1.179
C 6.619 -3.103 1.108
H 8.294 -1.996 0.217
H 6.731 -0.303 -0.800
H 4.321 -0.558 -0.447
H 4.645 -3.944 1.742
H 7.220 -3.867 1.580
C -6.172 0.924 5.991
C -6.599 2.082 5.402
C -5.904 2.691 4.383
N -4.743 2.163 4.010
C -4.376 0.962 4.499
C -5.050 0.275 5.491
H -6.687 0.450 6.813
H -7.468 2.581 5.806
H -6.253 3.584 3.885
H -3.412 0.601 4.173
H -4.867 -0.713 5.889
C 4.517 0.040 -5.403
C 3.219 -0.457 -5.407
C 3.029 -1.718 -5.982
N 4.030 -2.504 -6.498
C 5.307 -1.993 -6.424
C 5.566 -0.727 -5.951
H 4.789 1.046 -5.116
H 2.410 0.184 -5.088
H 2.025 -2.112 -5.925
H 6.077 -2.630 -6.834
H 6.557 -0.301 -5.891
C -1.115 3.115 -6.919
C -1.454 1.861 -7.358
C -2.173 0.958 -6.552
N -2.572 1.332 -5.304
C -2.161 2.604 -4.845
C -1.373 3.499 -5.606
H -0.648 3.844 -7.566
H -1.238 1.543 -8.368
H -2.451 0.030 -7.029
H -2.347 2.970 -3.846
H -1.045 4.450 -5.214
C -6.878 0.966 -1.006
C -7.559 0.535 0.089
C -8.749 1.094 0.466
N -9.417 2.033 -0.304
C -8.681 2.491 -1.377
C -7.404 2.068 -1.690
H -5.922 0.537 -1.268
H -7.104 -0.286 0.624
H -9.209 0.739 1.377
H -9.196 3.178 -2.031
H -6.920 2.532 -2.536
C 2.920 -1.045 5.463
O 3.187 -0.333 6.644
H 2.816 -2.130 5.471
H 2.063 -0.601 4.957
H 3.761 -0.818 4.807
H 2.390 -0.405 7.174
C -0.555 0.246 -0.099
O -0.538 -1.029 0.510
H 0.019 0.946 0.508
H -0.085 0.328 -1.079
H -1.505 0.779 -0.068
H 0.379 -1.291 0.618
```


A structure of composition C3H9NO in a non-equilibrium geometry. Source: the OMol25 dataset; level of theory: ωB97M-V/def2-TZVPD.

Computed properties:
E_tot (hartree): -249.4055
Net charge: 0
Energy relative to the best compared isomer or geometry (same formula, charge and spin) (eV): 2.035
2S+1: 3
Orbital gap (alpha / beta) (eV): 5.4 / 8.6

```
14
C3H9NO (ωB97M-V/def2-TZVPD)
C -0.015 0.358 -2.280
C -0.171 -0.469 2.331
C 0.626 -0.155 -1.124
N -0.645 0.215 1.179
O 0.270 0.874 0.317
H -0.805 1.155 -1.974
H 0.836 0.868 -2.830
H -0.551 -0.243 -3.034
H 0.854 -0.679 2.325
H -0.284 0.085 3.228
H -0.738 -1.326 2.523
H 1.787 -0.178 -1.131
H 0.327 -1.214 -0.935
H -1.491 0.708 1.406
```